Record 1
7
Properties=species:S:1:pos:R:3:mulliken_spin:R:1 method="wB97M-V/def2-TZVPD" homo_energy_ev="-6.954 / -10.311" s2=2.0067 orbital_gap_ev="7.7 / 7.4" spin_multiplicity=3 lumo_energy_ev="0.78 / -2.87"
C 1.64 -0.61 0.19 0.862
P 0.27 0.25 0.62 0.972
Cl -3.69 0.66 -0.11 0.008
Cl 0.56 2.06 -0.30 0.110
H 2.37 -0.30 -0.62 0.024
H 1.82 -1.67 0.42 0.024
H -2.96 -0.39 -0.20 0.001

Record 2
7
Properties=species:S:1:pos:R:3:mulliken_charge:R:1 method="wB97M-V/def2-TZVPD" homo_energy_ev=-10.500 orbital_gap_ev=9.5 lumo_energy_ev=-1.04
C -0.71 -0.19 0.13 -0.349
H -1.00 0.37 1.03 0.222
H -1.52 -0.87 -0.15 0.252
H 0.19 -0.77 0.35 0.213
F 1.80 1.17 0.00 -0.164
F -0.46 0.69 -0.90 -0.263
Cl 1.71 -0.41 -0.46 0.090

Computed energy relative to the best compared isomer or geometry (same formula, charge and spin), in the same sequence as the records: 150.2, 390.4 kJ/mol.